(1)
{
  "formula": "C46H94BrI2N4O13P2",
  "method": "ωB97M-V with the def2-TZVPD basis set",
  "elements": ["C", "C", "C", "C", "C", "C", "C", "C", "C", "C", "C", "C", "C", "C", "C", "C", "C", "C", "C", "O", "C", "Br", "C", "I", "P", "O", "I", "N", "P", "O", "O", "O", "C", "N", "N", "N", "H", "H", "H", "H", "H", "H", "H", "H", "H", "H", "H", "H", "H", "H", "H", "H", "H", "H", "H", "H", "H", "H", "H", "H", "H", "H", "H", "H", "H", "H", "H", "H", "H", "H", "H", "H", "H", "H", "H", "H", "H", "H", "H", "H", "H", "H", "C", "C", "O", "C", "H", "H", "H", "H", "H", "H", "C", "C", "O", "C", "H", "H", "H", "H", "H", "H", "C", "C", "O", "C", "H", "H", "H", "H", "H", "H", "C", "C", "O", "C", "H", "H", "H", "H", "H", "H", "C", "C", "O", "C", "H", "H", "H", "H", "H", "H", "C", "C", "O", "C", "H", "H", "H", "H", "H", "H", "C", "C", "O", "C", "H", "H", "H", "H", "H", "H", "C", "C", "O", "C", "H", "H", "H", "H", "H", "H"],
  "positions_angstrom": [[5.24341, 5.53393, 1.08291], [3.73202, 5.65616, 1.14347], [3.00928, 5.76054, -0.21471], [3.81833, 5.36902, -1.42302], [4.21792, 3.87108, -1.42216], [3.63872, 3.07317, -2.60163], [2.43491, 2.20447, -2.15131], [2.38773, 0.97232, -3.08672], [2.05892, -0.33408, -2.33725], [2.70192, -1.50189, -3.10067], [3.56240, -2.30986, -2.14138], [2.85458, -3.45746, -1.36178], [2.74738, -3.21772, 0.16070], [1.28745, -3.54054, 0.69802], [0.51783, -2.21798, 0.86585], [-0.71435, -2.50364, 1.76357], [-1.13469, -1.29715, 2.63461], [-2.67596, -1.27011, 2.79976], [-3.54472, -0.34420, 1.92699], [-2.87627, 0.59726, 1.18363], [-4.46716, 0.48102, 2.81351], [-5.41740, -0.59195, 4.12921], [-5.50182, 1.32669, 1.94746], [-7.22992, 1.66640, 3.25158], [-4.66283, 3.04955, 1.64414], [-4.83749, 3.34772, 0.04239], [-5.91143, 4.83018, 2.77705], [-5.83003, 0.57278, 0.72641], [-7.11328, 1.10537, -0.26607], [-6.62143, 1.15874, -1.62256], [-8.36698, 0.12362, -0.24481], [-7.65432, 2.53752, 0.09760], [-5.61894, -0.75346, 0.77098], [-6.53550, -1.68288, 0.61481], [-4.35337, -1.22306, 1.05175], [-3.75931, -1.43747, -0.24030], [5.60483, 4.62510, 0.62954], [5.59167, 5.50409, 2.10772], [5.72454, 6.38890, 0.63538], [3.32193, 4.83629, 1.71960], [3.51129, 6.55418, 1.70697], [2.63080, 6.76626, -0.37805], [2.17013, 5.08654, -0.17848], [3.17210, 5.48377, -2.28787], [4.66217, 6.01321, -1.61027], [5.29729, 3.86451, -1.42586], [3.87709, 3.48887, -0.47215], [4.43280, 2.43807, -2.96485], [3.30549, 3.69760, -3.41641], [1.50208, 2.75177, -2.20872], [2.55505, 1.83528, -1.14251], [3.38070, 0.85309, -3.49138], [1.64218, 1.10521, -3.87428], [0.97889, -0.42448, -2.31088], [2.46186, -0.31758, -1.33337], [1.93163, -2.09574, -3.56882], [3.35362, -1.11414, -3.87000], [4.05796, -1.59085, -1.50321], [4.31149, -2.79869, -2.75018], [3.46578, -4.32445, -1.52653], [1.88186, -3.58159, -1.78800], [3.07152, -2.21481, 0.39898], [3.45056, -3.86091, 0.67133], [1.38326, -4.03663, 1.65099], [0.77150, -4.15832, -0.02132], [0.20049, -1.80658, -0.08433], [1.17085, -1.50885, 1.35035], [-1.56609, -2.88300, 1.21666], [-0.37386, -3.28637, 2.42680], [-0.67699, -0.39639, 2.25656], [-0.70766, -1.43782, 3.61449], [-2.85739, -1.14911, 3.85225], [-2.99576, -2.27426, 2.57113], [-2.14511, 0.21833, 0.69492], [-3.86044, 1.19660, 3.34323], [-4.98891, 4.27890, -0.11322], [-8.94439, 0.45504, -0.93795], [-7.42654, 3.13166, -0.61988], [-7.03409, -1.83493, -0.23791], [-6.64486, -2.30510, 1.40799], [-4.11314, -0.73764, -0.88392], [-4.06187, -2.32465, -0.61700], [6.21421, 10.35555, 0.45901], [6.95970, 9.35145, -0.38401], [6.75653, 8.17123, -0.27705], [7.96947, 9.88926, -1.36535], [5.52459, 9.83243, 1.11652], [6.91647, 10.92616, 1.06772], [5.64653, 11.03202, -0.18142], [8.74786, 10.43971, -0.83564], [7.47783, 10.54545, -2.08474], [8.42734, 9.06224, -1.90068], [-8.03690, -1.60793, 9.53940], [-6.81655, -1.46329, 8.66662], [-5.74677, -1.17065, 9.12415], [-6.99340, -1.70240, 7.18580], [-7.76568, -1.40933, 10.57204], [-8.80240, -0.89371, 9.23280], [-8.42955, -2.62311, 9.46748], [-7.71250, -0.98983, 6.77660], [-7.33845, -2.72221, 7.01023], [-6.03761, -1.56489, 6.68741], [-0.31874, -7.10697, -3.03167], [0.97052, -6.36706, -2.77486], [1.14524, -5.25177, -3.19478], [2.02421, -7.08608, -1.97215], [-0.98467, -6.47861, -3.61743], [-0.11840, -8.02253, -3.58903], [-0.80456, -7.34998, -2.08542], [2.32264, -8.00124, -2.48519], [1.63831, -7.32752, -0.98054], [2.89376, -6.44753, -1.86233], [-6.07482, -5.39404, 0.02991], [-6.53665, -5.61217, 1.44800], [-6.78075, -4.68091, 2.17875], [-6.68061, -7.03282, 1.91539], [-6.01608, -4.32526, -0.16501], [-5.08649, -5.83166, -0.11400], [-6.78250, -5.84082, -0.66873], [-5.71925, -7.54414, 1.85494], [-7.41546, -7.55425, 1.30116], [-7.01763, -7.04036, 2.94775], [4.05263, 2.70321, 4.18755], [5.51067, 3.08845, 4.27456], [5.91963, 4.09995, 3.77425], [6.42829, 2.14918, 5.01528], [3.51228, 3.46489, 3.63002], [3.94961, 1.74764, 3.67015], [3.62592, 2.62945, 5.18930], [6.42784, 1.16985, 4.53435], [6.10434, 2.05155, 6.05241], [7.43886, 2.54686, 4.99955], [-0.87827, -1.60375, -5.55335], [-0.85456, -0.10223, -5.68569], [0.17889, 0.49741, -5.81699], [-2.18125, 0.61658, -5.64731], [0.13777, -1.98614, -5.59740], [-1.31910, -1.88839, -4.59633], [-1.45471, -2.04118, -6.37004], [-2.67898, 0.42909, -4.69442], [-2.81414, 0.27580, -6.46808], [-2.01652, 1.68571, -5.75223], [3.96176, -4.33300, 4.54077], [4.16026, -5.57451, 3.70708], [3.51931, -5.76564, 2.70770], [5.19484, -6.56334, 4.17903], [3.19199, -3.71336, 4.08676], [3.64535, -4.60662, 5.54811], [4.89037, -3.76285, 4.58772], [4.93195, -6.93378, 5.17064], [6.17677, -6.08962, 4.21043], [5.23211, -7.40217, 3.48985], [-0.14010, 1.85607, -8.45730], [-0.38958, 2.23311, -9.89590], [-0.85920, 1.44855, -10.67611], [-0.02573, 3.63620, -10.31558], [-0.44436, 0.82831, -8.29819], [0.92069, 1.94623, -8.22480], [-0.72088, 2.50127, -7.79745], [1.04125, 3.80561, -10.16542], [-0.59973, 4.35999, -9.73524], [-0.25697, 3.76878, -11.36889]],
  "mulliken_charge": [-0.785, 0.004, -1.114, -0.566, -0.892, -0.652, -0.886, -0.641, -0.003, -0.910, -1.638, 0.222, -1.108, -0.723, -0.642, -0.310, -1.546, -1.980, 1.665, -0.374, -1.544, 0.045, -0.357, 0.231, 0.208, -0.439, -0.080, 1.131, 0.505, -0.679, -0.519, -0.418, -0.849, -0.106, 0.896, -0.859, 0.247, 0.419, 0.151, -0.136, 0.419, 0.344, 0.374, 0.553, 0.279, 0.367, 0.395, 0.506, 0.234, 0.361, 0.455, 0.517, -0.194, 0.224, 0.343, 0.203, 0.672, 0.622, 0.486, 0.024, 0.238, 0.626, 0.300, 0.549, 0.175, -0.094, 0.480, 0.509, 0.368, 0.719, 0.393, 0.714, 0.575, 0.397, 1.060, 0.326, 0.352, 0.344, 0.293, 0.067, 0.346, 0.227, -1.076, 0.761, -0.513, -1.122, 0.255, 0.341, 0.323, 0.330, 0.333, 0.294, -1.098, 0.714, -0.543, -0.802, 0.307, 0.314, 0.319, 0.355, 0.336, 0.047, -1.259, 0.954, -0.496, -1.091, 0.315, 0.355, 0.328, 0.449, 0.316, 0.164, -0.761, 0.870, -0.517, -1.245, -0.060, 0.333, 0.372, 0.331, 0.332, 0.331, -0.883, 0.811, -0.491, -1.175, 0.099, 0.272, 0.363, 0.322, 0.344, 0.313, -1.237, 1.081, -0.533, -1.233, 0.253, 0.297, 0.428, 0.329, 0.344, 0.307, -0.980, 0.866, -0.498, -1.199, 0.147, 0.368, 0.320, 0.341, 0.342, 0.304, -0.714, 0.665, -0.555, -1.129, 0.176, 0.324, 0.239, 0.320, 0.312, 0.321],
  "e_tot_ha": -6858.0982,
  "de_lowest_kj_mol": 266.62,
  "charge": 1
}

---

(2)
{
  "formula": "C7H20N5Pb",
  "method": "ωB97M-V with the def2-TZVPD basis set",
  "elements": ["C", "Pb", "N", "H", "H", "H", "H", "H", "H", "H", "H", "C", "N", "C", "N", "C", "N", "C", "N", "C", "C", "H", "H", "H", "H", "H", "H", "H", "H", "H", "H", "H", "H"],
  "positions_angstrom": [[-1.31172, 1.23350, -4.34024], [-0.68443, 1.25226, -2.31284], [0.58534, -1.06376, -3.15433], [-2.12784, 1.63720, -1.02730], [0.83328, 1.94583, -3.01009], [-1.62372, 2.33454, -4.17858], [-2.13205, 0.62167, -4.67512], [-0.49468, 1.12884, -5.02752], [0.27862, -1.85537, -2.58568], [1.56396, -0.87598, -2.85955], [0.58670, -1.30226, -4.08224], [0.22603, 1.33569, 1.03228], [-0.01551, 0.09517, 0.24944], [-1.19813, -0.59901, 0.80366], [-1.00487, -0.93538, 2.26941], [-0.75602, 0.32558, 2.98126], [0.44138, 1.03595, 2.48981], [1.60412, 0.13264, 2.58137], [1.40363, -1.12670, 1.86102], [1.15595, -0.78050, 0.39647], [0.19178, -1.78901, 2.35579], [-0.64914, 1.99828, 0.92839], [1.14751, 1.80425, 0.63332], [-1.32894, -1.54496, 0.24334], [-2.07982, 0.06030, 0.70148], [-0.60099, 0.08964, 4.03332], [-1.63887, 0.99022, 2.86470], [2.48860, 0.65335, 2.16466], [1.76420, -0.10448, 3.63325], [0.96410, -1.71777, -0.15810], [2.04412, -0.23416, 0.01432], [0.34965, -2.03033, 3.40522], [0.01771, -2.71526, 1.76910]],
  "nbo_charge": [-1.004, 1.190, -1.047, -0.079, -0.097, 0.227, 0.248, 0.242, 0.389, 0.391, 0.390, -0.094, -0.493, -0.088, -0.443, -0.088, -0.444, -0.088, -0.444, -0.083, -0.088, 0.212, 0.209, 0.204, 0.212, 0.216, 0.206, 0.205, 0.216, 0.197, 0.207, 0.216, 0.203],
  "e_tot_ha": -744.9434,
  "de_lowest_kj_mol": 51.25,
  "charge": 1
}